# 1
The following is a quantum chemistry calculation of the ion C6H12NO with charge +2 at a distorted geometry, from OMol25.

Output
- LUMO energy (spin up / spin down) (eV) = -8.7554 / -12.7886
- energy relative to the best compared isomer or geometry (same formula, charge and spin) (kJ/mol) = 273.6
- multiplicity = 2
- DFT total energy (eV) = -9931.9270
- total charge = +2
- Kohn-Sham gap (spin up / spin down) (eV) = 9.8 / 5.8
- strongest force on any atom (hartree/bohr) = 0.0786

Each atom is followed by the atoms it is bonded to, with distances in Å.
Atoms and positions in Å:
1 O 2.25395 1.51649 0.47823  C2 1.198
2 C 1.58416 0.63677 0.01649  O1 1.198, C3 1.514, H9 1.106
3 C 0.10508 0.94615 -0.07355  C2 1.514, C4 1.560, N8 1.577, H10 1.112
4 C -0.70532 -0.08896 -0.91350  C3 1.560, C5 1.649, H11 1.106, H12 1.082
5 C -0.38834 -1.68432 -0.64470  C4 1.649, C7 1.525, H13 1.078, H14 1.120
6 C -1.87154 -2.26840 1.45237  C7 1.374, H15 1.057, H16 1.072
7 C -0.71475 -1.85809 0.83454  C5 1.525, C6 1.374, H17 1.101
8 N 0.06202 2.33180 -0.82468  C3 1.577, H18 1.022, H19 1.063, H20 1.019
9 H 1.86914 -0.33584 -0.42663  C2 1.106
10 H -0.25940 0.97263 0.97657  C3 1.112
11 H -0.58480 -0.23156 -2.00363  C4 1.106
12 H -1.73282 0.11639 -0.64390  C4 1.082
13 H -0.88200 -2.26216 -1.40932  C5 1.078
14 H 0.71618 -1.86423 -0.68231  C5 1.120
15 H -2.07097 -2.14997 2.48347  C6 1.057
16 H -2.58132 -2.79134 0.84300  C6 1.072
17 H -0.00770 -1.17869 1.33567  C7 1.101
18 H 0.54322 2.30474 -1.72554  N8 1.022
19 H 0.47808 2.99742 -0.10794  N8 1.063
20 H -0.94824 2.40117 -0.94187  N8 1.019

Results of the natural (NBO) charge analysis, in e, for atoms 1 through 5: -0.41 0.38 -0.16 -0.42 -0.45

---

# 2
The following is a quantum chemistry calculation of a cluster of 2 separate species, C6H12NO in total at a distorted geometry, from OMol25.

Output
- LUMO energy (spin up / spin down) (eV) = -12.3987 / -11.0113
- energy relative to the best compared isomer or geometry (same formula, charge and spin) (kJ/mol) = 424.3
- multiplicity = 2
- DFT total energy (eV) = -9930.3646
- total charge = +2
- Kohn-Sham gap (spin up / spin down) (eV) = 4.2 / 6.2
- strongest force on any atom (hartree/bohr) = 0.0707

Each atom is followed by the atoms it is bonded to, with distances in Å.
Atoms and positions in Å:
1 O 0.18423 -2.31021 0.12150  C2 1.219
2 C 0.33942 -1.61231 1.10838  O1 1.219, C3 1.449, H9 1.098
3 C -0.10228 -0.24515 1.29752  C2 1.449, C4 1.550, H10 1.077
4 C -0.86102 0.44763 0.13689  C3 1.550, C5 1.482, H11 1.101, H12 1.089
5 C -0.05025 1.63001 -0.23885  C4 1.482, C6 1.393, H13 1.088
6 C -0.60123 2.90884 -0.22644  C5 1.393, C7 1.463, H14 1.091
7 C 0.13658 4.09853 -0.65315  C6 1.463, H15 1.092, H16 1.091, H17 1.119
8 N 0.72690 -5.41993 -0.91708  H18 1.036, H19 1.036, H20 1.030
9 H 0.81493 -2.00727 2.01640  C2 1.098
10 H 0.34912 0.36832 2.05880  C3 1.077
11 H -1.78428 0.77074 0.64171  C4 1.101
12 H -1.11391 -0.28579 -0.62689  C4 1.089
13 H 0.97385 1.36817 -0.49771  C5 1.088
14 H -1.62892 3.02916 0.12053  C6 1.091
15 H 1.14875 3.91995 -1.02168  C7 1.092
16 H 0.05092 4.97417 -0.00767  C7 1.091
17 H -0.45630 4.42799 -1.54261  C7 1.119
18 H 0.32808 -6.22660 -0.40460  N8 1.036
19 H -0.04535 -4.72976 -0.91328  N8 1.036
20 H 1.59075 -5.10650 -0.45179  N8 1.030

Results of the natural (NBO) charge analysis, in e, for atoms 1 through 5: -0.54 0.31 -0.04 -0.58 0.12

---

# 3
The following is a quantum chemistry calculation of a cluster of 2 separate species, C6H12NO2 in total at a distorted geometry, from OMol25.

Output
- LUMO energy (eV) = -3.5127
- energy relative to the best compared isomer or geometry (same formula, charge and spin) (kJ/mol) = 390.2
- DFT total energy (eV) = -11990.2698
- total charge = +1
- Kohn-Sham gap (eV) = 9.1
- strongest force on any atom (hartree/bohr) = 0.0959

Each atom is followed by the atoms it is bonded to, with distances in Å.
Atoms and positions in Å:
1 C 0.91151 2.63854 0.10174  C2 1.205, H10 1.086
2 C 0.90928 1.43328 0.09916  C1 1.205, C6 1.353
3 C 2.13379 -0.54657 -0.61888  C6 1.485, H11 1.032, H12 1.096, H13 1.123
4 C -1.84151 0.29415 -0.59976  C5 1.513, O8 1.439, H14 1.130, H15 1.081
5 C -0.79793 -0.74585 -0.94241  C4 1.513, O9 1.329, H16 1.017
6 C 1.00508 0.08366 0.11284  C2 1.353, C3 1.485, N7 1.446
7 N 0.63309 -0.53836 1.36419  C6 1.446, H17 1.077, H18 1.128, H19 1.172
8 O -2.03988 0.28193 0.82502  C4 1.439, H20 1.056
9 O -0.91929 -1.86282 -0.23250  C5 1.329, H21 0.975
10 H 0.70155 3.70285 0.06276  C1 1.086
11 H 2.02368 -1.56550 -0.74245  C3 1.032
12 H 2.10531 -0.00759 -1.57291  C3 1.096
13 H 3.12085 -0.35679 -0.11756  C3 1.123
14 H -1.39411 1.25572 -0.99083  C4 1.130
15 H -2.79740 0.11635 -1.07149  C4 1.081
16 H -0.68029 -0.91537 -1.93797  C5 1.017
17 H -0.04371 0.12258 1.87920  N7 1.077
18 H 1.45228 -0.95469 2.01811  N7 1.128
19 H 0.12137 -1.49044 0.91190  N7 1.172
20 H -2.83639 0.86100 1.20670  O8 1.056
21 H -1.76728 -1.80608 0.24516  O9 0.975

Results of the natural (NBO) charge analysis, in e, for atoms 1 through 5: -0.10 -0.15 -0.64 -0.15 0.18

---

# 4
The following is a quantum chemistry calculation of the ion C6H12NO2 with charge +1 at a distorted geometry, from OMol25.

Output
- LUMO energy (eV) = -4.5177
- energy relative to the best compared isomer or geometry (same formula, charge and spin) (kJ/mol) = 364.1
- DFT total energy (eV) = -11990.5407
- total charge = +1
- Kohn-Sham gap (eV) = 9.7
- strongest force on any atom (hartree/bohr) = 0.0791

Each atom is followed by the atoms it is bonded to, with distances in Å.
Atoms and positions in Å:
1 C 0.18090 1.16050 0.31220  N7 1.470, O9 1.523, H10 1.136, H11 1.127
2 C 2.45959 0.44518 -0.02289  C4 1.478, N7 1.409, O8 1.384, H12 1.049
3 C -1.95572 -0.09695 -0.13164  C5 1.553, C6 1.441, O9 1.259
4 C 3.48662 -0.52808 0.40568  C2 1.478, H13 1.059, H14 1.083, H15 1.064
5 C -3.47011 0.21187 0.02526  C3 1.553, H16 1.127, H17 1.048, H18 1.077
6 C -1.35672 -1.30781 -0.63246  C3 1.441, H19 1.187, H20 1.066, H21 1.035
7 N 1.10596 0.05730 0.01378  C1 1.470, C2 1.409, O8 1.390
8 O 1.74818 0.28141 -1.19842  C2 1.384, N7 1.390
9 O -1.32224 0.91848 0.25884  C1 1.523, C3 1.259
10 H 0.07037 2.12248 -0.28274  C1 1.136
11 H 0.14157 1.42500 1.40661  C1 1.127
12 H 2.68658 1.44871 0.18257  C2 1.049
13 H 3.02796 -1.48054 0.46179  C4 1.059
14 H 3.68263 -0.40758 1.46406  C4 1.083
15 H 4.29400 -0.36284 -0.26773  C4 1.064
16 H -3.67518 0.06908 1.12471  C5 1.127
17 H -4.09179 -0.43868 -0.51142  C5 1.048
18 H -3.60995 1.24534 -0.24246  C5 1.077
19 H -0.51460 -0.98200 -1.40252  C6 1.187
20 H -2.08993 -1.96576 -1.03961  C6 1.066
21 H -0.79811 -1.81509 0.07637  C6 1.035

Results of the natural (NBO) charge analysis, in e, for atoms 1 through 5: 0.04 0.24 0.72 -0.65 -0.68

---

# 5
The following is a quantum chemistry calculation of the ion C6H12NO2 with charge +1 at a distorted geometry, from OMol25.

Output
- LUMO energy (spin up / spin down) (eV) = -3.9678 / -7.5442
- energy relative to the best compared isomer or geometry (same formula, charge and spin) (kJ/mol) = 102.1
- multiplicity = 3
- DFT total energy (eV) = -11989.4562
- total charge = +1
- Kohn-Sham gap (spin up / spin down) (eV) = 6.6 / 8.0
- strongest force on any atom (hartree/bohr) = 0.0804

Each atom is followed by the atoms it is bonded to, with distances in Å.
Atoms and positions in Å:
1 C -0.72363 0.54199 0.86768  C3 1.436, C6 1.663, O8 1.247
2 C 1.76184 0.00153 -0.44934  C6 1.667, N7 1.568, O9 1.182
3 C -2.05740 1.06229 0.76126  C1 1.436, H10 1.067, H11 1.081, H12 1.116
4 C -0.23414 -1.58899 -0.25527  C6 1.534, H13 1.124, H14 1.044, H15 1.049
5 C -0.34217 0.59013 -1.70696  C6 1.520, H16 1.049, H17 1.039, H18 1.149
6 C 0.09787 -0.10139 -0.42702  C1 1.663, C2 1.667, C4 1.534, C5 1.520
7 N 2.28632 -0.07793 1.02624  C2 1.568, H19 1.039, H20 1.136, H21 0.990
8 O -0.07903 0.32463 1.91276  C1 1.247
9 O 2.42490 -0.08971 -1.42337  C2 1.182
10 H -2.27850 1.59976 -0.13399  C3 1.067
11 H -2.30585 1.62446 1.65104  C3 1.081
12 H -2.71675 0.16254 0.80702  C3 1.116
13 H 0.32101 -2.19842 -1.01930  C4 1.124
14 H -1.27491 -1.63414 -0.31750  C4 1.044
15 H -0.02205 -1.97890 0.69521  C4 1.049
16 H -0.05916 1.58600 -1.87488  C5 1.049
17 H -0.19711 0.19961 -2.65837  C5 1.039
18 H -1.48764 0.50784 -1.72512  C5 1.149
19 H 2.53426 -1.07593 1.17441  N7 1.039
20 H 1.37553 0.01755 1.69917  N7 1.136
21 H 2.97662 0.52707 1.39631  N7 0.990

Results of the natural (NBO) charge analysis, in e, for atoms 1 through 5: 0.25 0.72 -0.67 -0.63 -0.66

---

# 6
The following is a quantum chemistry calculation of an isolated molecule of C6H12NO3P at a distorted geometry, from OMol25.

Output
- LUMO energy (eV) = 0.7927
- energy relative to the best compared isomer or geometry (same formula, charge and spin) (kJ/mol) = 30.9
- DFT total energy (eV) = -23334.7899
- Kohn-Sham gap (eV) = 9.2
- SMILES = C=P(OC)(OC)OC1=N[C@@H]1C
- strongest force on any atom (hartree/bohr) = 0.0815

Each atom is followed by the atoms it is bonded to, with distances in Å.
Atoms and positions in Å:
1 C 2.17477 0.56032 -2.09593  P2 1.645, H12 1.065, H13 1.049
2 P 1.36476 -0.20713 -0.88708  C1 1.645, O3 1.564, O5 1.690, O7 1.732
3 O 2.15306 -1.43246 -0.31837  P2 1.564, C4 1.453
4 C 1.55962 -2.09217 0.83180  O3 1.453, H14 1.061, H15 1.193, H16 1.050
5 O 1.08125 0.80791 0.43457  P2 1.690, C6 1.434
6 C 1.17230 2.23000 0.27057  O5 1.434, H17 1.070, H18 1.093, H19 1.166
7 O -0.20770 -0.92453 -0.99218  P2 1.732, C8 1.289
8 C -1.25688 -0.17854 -0.92157  O7 1.289, N9 1.228, C10 1.462
9 N -1.80061 0.92206 -0.91466  C8 1.228, C10 1.537
10 C -2.70600 -0.31260 -0.78030  C8 1.462, N9 1.537, C11 1.595, H20 1.077
11 C -3.28119 -0.68008 0.66178  C10 1.595, H21 1.030, H22 1.012, H23 1.086
12 H 2.58598 0.01070 -2.91047  C1 1.065
13 H 1.77746 1.52403 -2.21219  C1 1.049
14 H 0.53932 -2.35568 0.71024  C4 1.061
15 H 1.52816 -1.38338 1.79143  C4 1.193
16 H 2.06033 -3.00699 0.95084  C4 1.050
17 H 1.42589 2.48003 -0.73848  C6 1.070
18 H 2.01510 2.52834 0.89950  C6 1.093
19 H 0.22473 2.77152 0.68152  C6 1.166
20 H -3.35715 -0.51606 -1.61415  C10 1.077
21 H -3.48818 -1.68834 0.68484  C11 1.030
22 H -4.20997 -0.28889 0.75267  C11 1.012
23 H -2.57614 -0.43489 1.45027  C11 1.086

Results of the natural (NBO) charge analysis, in e, for atoms 1 through 5: -1.23 2.24 -0.79 -0.27 -0.81

---

Question: The lowest strongest force on any atom belongs to which entry?
Answer: number 2

---

Question: Look up the DFT total energy of the first one.
Answer: -9931.9270 eV

---

Question: What is the DFT total energy in the second record?
Answer: -9930.3646 eV